# CH2Cl2N2O2

CH2Cl2N2O2 as an isolated structure at a distorted geometry (ωB97M-V with the def2-TZVPD basis set, the OMol25 dataset).

Geometry (Å):
Cl1 -2.1058 -0.5568 0.0214
Cl2 -1.9453 2.1373 0.0226
O1 1.1829 -1.6761 0.9170
O2 0.0468 -1.4904 -0.9354
N1 0.7883 -1.0193 -0.0460
N2 -1.3669 0.8007 0.7263
C1 1.0466 0.3247 -0.1542
H1 0.6774 0.7752 -1.1548
H2 1.6761 0.7047 0.6031

=====

# C2HO2P2

C2HO2P2 as an isolated structure at a distorted geometry (ωB97M-V with the def2-TZVPD basis set, the OMol25 dataset).

Calculated values
Multiplicity: 3
⟨S²⟩: 2.01
Total charge: -1

Geometry (Å):
P1 -0.9644 -0.7132 0.2458
P2 1.1570 -0.6411 0.4695
O1 0.9822 0.4535 -1.0880
O2 -0.9215 0.4483 -2.2736
C1 0.0629 0.2549 1.4594
C2 -0.3095 0.2623 -1.2680
H1 -0.0067 -0.0646 2.4549

=====

# C13H17Cl

C13H17Cl as an isolated structure at a distorted geometry (ωB97M-V with the def2-TZVPD basis set, the OMol25 dataset).

Geometry (Å):
Cl1 -1.1941 -1.5267 1.4322
C1 -0.0271 2.0230 -0.7378
C2 -0.0006 -0.4643 -1.4778
C3 0.1390 2.0020 2.1165
C4 -0.0510 0.8305 -1.0093
C5 0.8841 -1.3438 -0.6004
C6 -0.2855 3.2773 -0.0196
C7 0.9194 -2.6719 -2.6377
C8 -0.3462 -2.0981 0.1239
C9 -1.0110 -1.6125 -1.3376
C10 -0.4641 1.4256 3.4636
C11 -0.7211 2.9369 1.4322
C12 -0.6438 -2.7958 -2.2690
C13 1.7142 -2.3548 -1.3900
H1 1.5230 -0.8075 0.2172
H2 1.0802 -3.5938 -3.1934
H3 2.7071 -1.7030 -1.7547
H4 -0.5709 2.2693 4.2279
H5 -0.7354 -3.6813 -1.6518
H6 0.4157 1.0422 1.5789
H7 -1.6862 2.4794 1.3244
H8 -2.0967 -1.4377 -1.3758
H9 -0.9263 3.7894 1.9465
H10 0.9732 -1.7385 -3.2930
H11 -1.3651 0.9559 3.2213
H12 -1.1704 -2.9237 -3.2130
H13 1.1384 2.5091 2.4603
H14 0.2123 0.6524 3.7242
H15 1.9864 -3.1600 -0.6964
H16 -1.0521 3.8631 -0.5638
H17 0.6546 3.8572 -0.0481

=====

# C2H4N2S

A 2-piece molecular cluster, C2H4N2S overall at a distorted geometry (ωB97M-V with the def2-TZVPD basis set, the OMol25 dataset).

Geometry (Å):
S1 1.2169 1.4676 -0.1640
N1 0.5102 -0.9433 0.8995
N2 -1.8126 -0.6521 -2.2043
C1 -0.0218 0.1975 0.3578
C2 -0.9683 -0.4632 -1.4252
H1 1.4935 -1.1224 0.4793
H2 -0.8095 0.8442 0.8654
H3 -0.0265 -1.7875 0.8426
H4 0.4180 2.4591 0.3488

=====

Total energy (computed, Eh): -1219.3894 -909.9059 -965.4676 -586.1994